(1)
ORCA calculation (ωB97M-V with the def2-TZVPD basis set) on one molecule with the formula C5H7NO2 in a non-equilibrium geometry.

- structure (SMILES) = C#CCNCC(=O)O
- LUMO level (eV) = 0.58

Geometry as ORCA input:
```
! wB97M-V def2-TZVPD RIJCOSX def2/J DEFGRID3
* xyz 0 1
C -0.300 -2.194 0.453
C 0.433 -1.318 0.277
C 1.528 -0.441 -0.109
N 1.253 1.074 -0.057
C 0.040 1.429 -0.724
C -1.295 0.664 -0.270
O -2.206 0.460 -0.985
O -1.349 0.314 1.134
H -0.913 -3.000 1.093
H 2.498 -0.761 0.344
H 1.680 -0.630 -1.117
H 0.714 1.237 0.912
H 0.248 1.075 -1.625
H -0.182 2.572 -0.705
H -2.150 -0.481 1.380
*
```

***

(2)
ORCA calculation (ωB97M-V with the def2-TZVPD basis set) on one molecule with the formula C5H7NO2 in a non-equilibrium geometry.

- LUMO level (spin up / spin down) (eV) = -1.15 / -1.15

Geometry as ORCA input:
```
! wB97M-V def2-TZVPD RIJCOSX def2/J DEFGRID3
* xyz 0 1
C 0.751 0.326 0.233
C -0.115 -0.360 1.265
C 0.069 0.143 -1.125
N 0.922 -0.207 -2.113
C -0.709 -0.947 2.245
C -1.280 0.211 -1.221
O 0.332 1.617 1.057
O 1.999 0.119 0.319
H 1.213 1.909 1.346
H 1.832 -0.521 -1.791
H 0.580 -0.547 -2.997
H -1.347 -1.811 2.075
H -0.583 -0.585 3.264
H -1.868 0.582 -0.394
H -1.796 0.071 -2.163
*
```

***

(3)
ORCA calculation (ωB97M-V with the def2-TZVPD basis set) on one molecule with the formula C5H7NO2 in a non-equilibrium geometry.

- structure (SMILES) = [H]/N=C(\C)C(=O)C(C)=O
- LUMO level (eV) = 0.13

Geometry as ORCA input:
```
! wB97M-V def2-TZVPD RIJCOSX def2/J DEFGRID3
* xyz 0 1
H 1.726 1.674 1.495
N 0.968 1.032 1.114
C 1.148 0.319 0.061
C 2.233 0.179 -0.883
C -0.153 -0.578 -0.283
O 0.148 -1.761 -0.618
C -1.550 -0.026 -0.293
C -2.301 -0.404 0.868
O -1.931 0.699 -1.172
H 1.835 -0.367 -1.669
H 3.058 -0.360 -0.446
H 2.389 1.140 -1.273
H -2.775 -1.270 0.562
H -3.150 0.272 0.878
H -1.647 -0.547 1.658
*
```

***

(4)
ORCA calculation (ωB97M-V with the def2-TZVPD basis set) on C5H7NO2 as an isolated structure in a non-equilibrium geometry.

- LUMO level (eV) = 0.57

Geometry as ORCA input:
```
! wB97M-V def2-TZVPD RIJCOSX def2/J DEFGRID3
* xyz 0 1
C 0.559 -0.814 0.039
C -0.054 0.326 0.536
C 2.429 0.020 0.158
C -2.445 -0.172 -0.673
C -0.023 1.536 1.036
O 0.428 -1.079 -1.305
N -1.850 -0.344 0.426
O 2.988 0.755 0.921
H -0.086 -1.897 -1.384
H 0.587 -1.685 0.689
H 2.974 -0.446 -0.705
H -1.931 0.089 -1.619
H -3.537 -0.322 -0.757
H -0.949 2.034 1.299
H 0.911 2.000 1.337
*
```

***

(5)
ORCA calculation (ωB97M-V with the def2-TZVPD basis set) on C5H7NO2 as an isolated structure in a non-equilibrium geometry.

- LUMO level (eV) = 0.70

Geometry as ORCA input:
```
! wB97M-V def2-TZVPD RIJCOSX def2/J DEFGRID3
* xyz 0 1
C 0.884 0.878 -0.264
C 1.057 -0.091 0.808
C 1.510 -1.130 -0.247
C 0.252 -0.322 -0.985
C -0.957 -0.578 -0.059
H -0.277 2.272 -0.817
H -1.245 1.376 0.051
H 1.840 1.113 -0.905
H 1.627 -0.007 1.662
H 1.131 -2.199 -0.134
H 2.402 -1.032 -0.807
H 0.027 -0.402 -2.017
N -0.164 1.870 0.023
O -2.159 -0.565 -0.283
O -0.446 -0.279 1.194
*
```

***

(6)
ORCA calculation (ωB97M-V with the def2-TZVPD basis set) on one molecule with the formula C5H7NO2S in a non-equilibrium geometry.

- LUMO level (spin up / spin down) (eV) = 0.08 / -1.80

Geometry as ORCA input:
```
! wB97M-V def2-TZVPD RIJCOSX def2/J DEFGRID3
* xyz 0 1
C -0.298 0.108 1.197
C -1.085 -1.982 -1.046
C -1.466 0.150 0.170
C -1.746 -1.345 0.011
C 1.699 0.596 -0.368
N 1.061 0.182 0.744
O -0.395 -0.111 2.393
O -1.194 -3.199 -1.343
S 3.083 1.511 -0.357
H -0.640 -1.194 -1.614
H -2.173 0.940 0.576
H -0.984 0.523 -0.825
H -2.281 -1.825 0.760
H 1.394 0.243 -1.318
H 1.642 0.504 1.503
H 3.072 1.620 0.999
*
```

***

Relative energy (zero: lowest compared OMol25 entry of this formula, charge and spin)
In order: 481.4; 508.4; 214.2; 577.6; 350.6; 381.4
Unit: kJ/mol
Total energy
In order: -399.7822; -399.7719; -399.8840; -399.7456; -399.8320; -797.9967
Unit: hartree